(1)
{"formula": "C21H49N6O10S", "method": "ωB97M-V/def2-TZVPD", "homo_lumo_gap_ev": 6.9, "charge": -1, "e_tot_ha": -2308.66803, "elements": ["C", "C", "O", "C", "S", "O", "O", "O", "H", "H", "H", "H", "H", "H", "H", "C", "O", "N", "C", "C", "H", "H", "H", "H", "H", "H", "H", "C", "O", "N", "C", "C", "H", "H", "H", "H", "H", "H", "H", "C", "O", "N", "C", "C", "H", "H", "H", "H", "H", "H", "H", "C", "O", "N", "C", "C", "H", "H", "H", "H", "H", "H", "H", "C", "O", "N", "C", "C", "H", "H", "H", "H", "H", "H", "H", "C", "O", "N", "C", "C", "H", "H", "H", "H", "H", "H", "H"], "coordinates": [[6.1207, 0.4587, 1.5211], [4.5309, 0.5005, 1.3227], [3.7982, 0.9859, 2.4793], [2.5222, 0.3394, 2.6133], [1.2444, 0.8295, 1.3629], [0.6067, 2.1869, 1.6875], [1.6989, 0.7455, -0.0776], [0.0135, -0.2798, 1.5229], [6.5968, 1.4951, 1.5995], [6.5507, -0.0064, 0.5633], [6.4570, -0.2412, 2.3701], [4.1852, -0.5587, 1.0479], [4.3106, 1.2373, 0.4663], [2.0709, 0.5805, 3.6446], [2.6553, -0.8017, 2.5623], [5.3452, -1.3836, -2.0217], [5.5169, -0.6462, -1.0652], [4.1359, -1.8170, -2.4734], [4.0138, -2.6938, -3.6177], [2.9312, -1.3853, -1.7844], [6.1916, -1.7688, -2.6144], [3.4117, -2.1974, -4.3836], [3.5188, -3.6156, -3.3049], [4.9938, -2.9358, -4.0327], [2.8720, -0.2965, -1.8100], [2.9786, -1.7058, -0.7418], [2.0461, -1.8114, -2.2584], [-4.0142, -2.7538, -0.2574], [-4.9307, -3.4577, -0.6535], [-4.0738, -1.9096, 0.8080], [-2.9373, -1.1027, 1.2180], [-5.3103, -1.8128, 1.5563], [-3.0311, -2.7512, -0.7551], [-2.6699, -1.3644, 2.2440], [-3.2147, -0.0471, 1.1703], [-2.0782, -1.2757, 0.5692], [-5.5669, -2.7977, 1.9554], [-6.1111, -1.4879, 0.8868], [-5.2057, -1.1008, 2.3757], [6.2690, -6.5832, -2.7458], [6.6589, -5.4834, -3.0926], [5.2201, -6.8189, -1.9070], [4.8148, -8.1603, -1.5406], [4.4876, -5.6904, -1.3650], [6.7556, -7.5071, -3.0998], [3.7800, -8.3188, -1.8547], [4.8880, -8.2714, -0.4557], [5.4520, -8.9051, -2.0200], [4.0734, -5.1061, -2.1879], [5.1744, -5.0579, -0.7974], [3.6816, -6.0328, -0.7154], [-5.8812, 3.0010, 2.0961], [-5.6575, 2.9087, 3.2918], [-4.9440, 3.2154, 1.1325], [-5.2902, 3.3137, -0.2734], [-3.5529, 3.3500, 1.5209], [-6.9036, 2.9139, 1.6916], [-4.7645, 2.5334, -0.8236], [-4.9829, 4.2953, -0.6462], [-6.3652, 3.1945, -0.4213], [-3.2325, 2.4391, 2.0317], [-3.4564, 4.1929, 2.2102], [-2.9260, 3.5171, 0.6449], [-0.6176, 2.8377, 5.6957], [0.3531, 2.1322, 5.5030], [-0.7881, 4.0981, 5.2001], [-1.9801, 4.8743, 5.4819], [0.2557, 4.6721, 4.3689], [-1.4665, 2.4974, 6.3120], [-2.4760, 5.1192, 4.5392], [-1.6908, 5.7966, 5.9939], [-2.6698, 4.3138, 6.1148], [0.4077, 4.0356, 3.4923], [1.1871, 4.7096, 4.9399], [-0.0196, 5.6782, 4.0490], [-4.8904, 2.1752, -3.7889], [-4.6704, 2.0838, -2.5949], [-3.9452, 2.3886, -4.7472], [-4.2828, 2.4863, -6.1519], [-2.5568, 2.5218, -4.3456], [-5.9104, 2.0885, -4.1977], [-3.7543, 1.7029, -6.7012], [-3.9742, 3.4660, -6.5259], [-5.3566, 2.3675, -6.3044], [-2.2430, 1.6111, -3.8301], [-2.4616, 3.3635, -3.6557], [-1.9214, 2.6877, -5.2162]], "forces_ev_per_a": [[0.1, -0.4, -0.4], [0.9, 0.3, -0.9], [-0.7, -1.0, -0.3], [0.7, -0.5, 1.1], [-7.6, -0.8, -2.4], [2.6, -2.7, -0.1], [0.5, 0.2, 3.0], [4.7, 3.0, 0.2], [-0.8, -1.4, 0.3], [-0.8, 0.8, 1.5], [-0.6, 1.3, -1.0], [0.4, 1.6, 0.3], [0.2, -1.5, 1.1], [0.6, 0.0, -1.7], [-0.4, 1.6, -0.3], [-0.5, -0.2, -0.2], [-0.2, -0.4, -0.7], [0.9, 0.0, 0.0], [0.0, 0.3, 0.2], [0.2, 0.3, 0.1], [0.0, -0.1, -0.1], [0.0, -0.2, -0.1], [0.0, 0.0, -0.3], [-0.1, 0.0, 0.1], [-0.2, -0.1, 0.2], [-0.2, 0.2, 0.0], [0.1, 0.0, 0.0], [0.0, 0.5, 0.6], [-0.1, 0.0, 0.1], [0.1, -0.6, -0.8], [-0.1, 0.0, 0.1], [0.0, -0.2, -0.2], [0.0, 0.1, 0.1], [0.2, 0.2, -0.1], [0.2, 0.0, 0.1], [0.0, 0.1, 0.2], [-0.1, 0.1, 0.0], [-0.1, 0.0, 0.2], [0.1, 0.0, -0.1], [-0.3, 0.1, 0.3], [-0.2, -0.2, 0.1], [0.6, -0.2, -0.5], [-0.1, 0.3, 0.0], [0.2, 0.2, -0.1], [-0.1, -0.1, 0.1], [0.0, -0.2, 0.1], [-0.1, -0.2, 0.0], [0.0, 0.1, 0.0], [0.0, 0.0, 0.2], [-0.2, 0.1, 0.0], [0.1, 0.0, -0.1], [0.6, 0.1, -0.4], [0.1, 0.0, -0.1], [-1.0, 0.0, 0.7], [0.4, -0.2, 0.5], [-0.1, -0.1, 0.3], [0.0, 0.0, -0.1], [-0.3, 0.5, 0.3], [-0.1, 0.0, -0.2], [0.1, 0.0, 0.1], [0.2, 0.2, 0.0], [0.2, -0.1, 0.0], [-0.1, -0.1, 0.1], [0.1, 0.3, -0.3], [-0.1, 0.3, 0.1], [-0.2, -0.6, 0.5], [0.4, -0.1, -0.2], [0.2, -0.4, -0.1], [-0.1, 0.1, 0.0], [-0.2, 0.1, 0.1], [-0.2, 0.1, 0.0], [0.1, 0.0, -0.1], [0.1, 0.1, 0.0], [0.0, 0.1, -0.1], [-0.1, -0.1, 0.1], [0.4, 0.0, -0.3], [0.2, -0.3, -1.2], [-0.8, -0.1, 0.3], [0.2, 0.0, 0.2], [0.0, -0.1, 0.3], [0.0, 0.0, -0.1], [-0.1, 0.1, -0.2], [-0.1, -0.1, -0.2], [0.1, 0.0, 0.1], [0.1, 0.2, 0.0], [0.2, -0.1, 0.0], [-0.2, 0.0, 0.0]]}

(2)
{"formula": "C3H11N2", "method": "ωB97M-V/def2-TZVPD", "homo_lumo_gap_ev": 11.0, "charge": 1, "de_lowest_kcal_mol": 32.76, "e_tot_ha": -230.13017, "elements": ["C", "C", "C", "N", "N", "H", "H", "H", "H", "H", "H", "H", "H", "H", "H", "H"], "coordinates": [[-0.7382, 0.9514, 0.7059], [-0.1786, -0.3865, 1.0779], [-0.2737, -1.3971, -0.0654], [0.5797, -0.9266, -1.2151], [0.3590, 1.5890, -0.2921], [-0.6703, 1.6847, 1.5845], [-1.7213, 0.8590, 0.0904], [0.8405, -0.1591, 1.2982], [-0.6279, -0.6554, 2.0791], [0.3194, -2.2745, 0.2151], [-1.2745, -1.5021, -0.3734], [1.5028, -1.2438, -1.1117], [0.8839, 0.8399, -0.8909], [0.3237, -1.4717, -1.9880], [1.1938, 1.9934, 0.2914], [-0.1980, 2.2866, -0.9536]], "forces_ev_per_a": [[0.6, 1.4, -1.1], [-1.0, 0.1, 1.0], [3.4, 0.4, 0.8], [-1.3, 1.3, 0.5], [0.2, 1.3, -0.3], [-1.0, -1.1, -1.4], [1.6, 0.7, 1.4], [1.1, -0.4, 0.4], [0.3, -0.3, -1.3], [-1.5, -0.6, 0.6], [-1.1, -0.7, -0.4], [1.6, -0.4, 0.8], [-1.9, 0.4, 0.5], [-0.9, -0.5, -1.7], [-2.4, -0.1, -1.4], [2.2, -1.4, 1.8]]}

(3)
{"formula": "C20H21Cl4NO2", "method": "ωB97M-V/def2-TZVPD", "multiplicity": 2, "homo_lumo_gap_ev": [3.2, 9.4], "charge": -1, "de_lowest_kcal_mol": 13.20, "e_tot_ha": -2820.54930, "elements": ["C", "Cl", "Cl", "Cl", "Cl", "C", "N", "O", "O", "H", "H", "H", "C", "C", "C", "C", "C", "C", "H", "H", "H", "H", "H", "H", "C", "C", "C", "C", "C", "C", "H", "H", "H", "H", "H", "H", "C", "C", "C", "C", "C", "C", "H", "H", "H", "H", "H", "H"], "coordinates": [[-21.1729, -12.2372, -2.0000], [-22.4323, -12.1490, -0.7960], [-20.0850, -10.8993, -1.6655], [-20.3085, -13.7608, -1.9770], [-21.7570, -11.9306, -3.6416], [-18.6345, -12.0459, -5.3061], [-18.2875, -10.7515, -5.8095], [-18.0568, -10.6172, -7.0038], [-18.0831, -9.9035, -4.9944], [-17.6617, -12.5010, -5.1194], [-19.1829, -12.6365, -6.0399], [-19.3083, -11.9246, -4.4579], [-25.7026, -11.6549, -2.2246], [-25.2468, -12.5800, -3.2187], [-25.9019, -13.8174, -3.2459], [-26.8088, -14.1249, -2.1720], [-27.0768, -13.2315, -1.1710], [-26.5370, -11.9895, -1.1376], [-25.1816, -10.7108, -2.2853], [-24.6444, -12.2456, -4.0504], [-25.7560, -14.6002, -3.9755], [-27.3216, -15.0754, -2.1752], [-27.8680, -13.4782, -0.4785], [-26.8148, -11.2884, -0.3645], [-25.3374, -9.0272, 3.8619], [-24.9433, -8.3242, 2.7545], [-24.7388, -8.9683, 1.5413], [-24.7499, -10.3511, 1.4721], [-25.1332, -11.0954, 2.5682], [-25.4102, -10.4461, 3.8241], [-25.5158, -8.4982, 4.7864], [-24.9104, -7.2473, 2.8283], [-24.6719, -8.3183, 0.6814], [-24.4112, -10.8227, 0.5615], [-25.2208, -12.1718, 2.5687], [-25.7354, -10.9931, 4.6968], [-20.3899, -17.4447, -6.8610], [-19.6847, -16.6416, -5.9062], [-20.2193, -15.3741, -5.5244], [-21.4627, -15.0099, -5.9920], [-22.1930, -15.8418, -6.8732], [-21.6774, -17.0452, -7.2517], [-19.9725, -18.3541, -7.2676], [-18.7305, -16.9997, -5.5489], [-19.8063, -14.7622, -4.7362], [-22.0144, -14.1593, -5.6202], [-23.1634, -15.4776, -7.1769], [-22.2602, -17.6768, -7.9058]], "forces_ev_per_a": [[0.7, 0.8, 0.7], [-2.1, -0.3, 1.9], [1.7, 1.4, 0.6], [1.4, -2.5, 0.3], [-1.7, 0.5, -3.6], [-1.0, -1.6, 0.1], [0.8, 0.5, -1.4], [-0.4, -0.1, -0.1], [0.0, 1.3, 1.0], [-0.3, -0.2, 0.4], [0.3, 0.2, -0.3], [0.6, -0.1, 0.3], [1.6, -0.5, 0.0], [-2.6, 0.1, 0.7], [-0.7, -0.1, 2.0], [1.2, -0.1, -1.9], [-1.4, -1.0, 0.4], [1.2, 1.3, -1.8], [-0.3, 0.4, 0.3], [0.4, 0.0, 0.3], [0.3, 0.2, -0.3], [0.0, -0.1, -0.1], [0.1, -0.2, 0.4], [0.2, 0.2, -0.1], [0.4, -1.9, 0.9], [-0.6, 0.2, -0.5], [-0.1, 0.7, 0.5], [0.1, 0.1, -0.4], [-0.3, 0.6, 2.6], [0.0, 1.0, -2.1], [-0.1, 0.0, 0.2], [0.1, 0.1, -0.2], [0.6, -0.3, -0.3], [-0.3, -0.2, -0.1], [0.2, -0.1, -0.4], [0.1, -0.2, 0.0], [0.1, 1.5, 1.5], [-1.1, 0.2, -1.5], [-0.1, -1.6, 0.2], [-1.1, -0.7, -0.7], [0.5, 1.3, 1.2], [0.7, -0.7, -0.7], [0.1, -0.1, 0.2], [0.1, 0.2, 0.1], [0.5, -0.1, 0.0], [0.5, 0.4, 0.1], [-0.2, -0.3, -0.1], [0.0, -0.2, -0.2]]}

- The highest charge belongs to which entry?
  C3H11N2

- Which value of charge does entry 1 give?
  -1